No. 1
Here is a molecular structure, C7H4NO4Sn in a non-equilibrium geometry from the Open Molecules 2025 dataset. Energies are from wB97M-V/def2-TZVPD.

Calculated values
**Net charge**: -1
**DFT total energy**: -839.2203 Ha
**Molecular weight**: 284.8 g/mol

Structure (XYZ):
```
17
Properties=species:S:1:pos:R:3:forces:R:3:lowdin_charge:R:1
Sn -1.874512 2.701318 -0.102988 -0.679 5.253 -0.219 0.82
O 3.273088 -2.045982 -0.102988 1.286 1.868 -0.001 -0.02
C 2.060288 -2.186082 -0.102988 -0.379 -6.530 -0.004 -0.66
O 1.544088 -3.431182 -0.102988 -0.145 4.473 -0.001 -0.14
C 1.169688 -0.998082 -0.102988 1.020 2.671 0.004 -0.09
C 1.750288 0.379018 -0.102988 -0.408 -2.698 0.014 0.04
C 0.935088 1.447618 -0.102988 -1.341 -0.283 -0.027 -0.12
N -0.438512 1.284718 -0.102988 1.763 -2.349 0.098 -0.18
C -1.022312 0.083118 -0.102988 2.936 -1.488 -0.051 -0.15
C -0.175512 -1.138182 -0.102988 -2.723 2.063 -0.023 0.09
C -2.520212 0.054718 -0.102988 -3.619 0.343 0.083 -0.50
O -3.141112 -0.997282 -0.102988 1.221 1.145 -0.023 0.08
O -3.212212 1.284718 -0.102988 1.344 -4.496 -0.217 -0.38
H 2.825988 0.528118 -0.102988 -0.169 -0.391 0.006 0.12
H 1.341788 2.450918 -0.102988 -0.400 0.116 -0.016 0.11
H -0.641412 -2.118782 -0.102988 0.144 0.147 -0.002 0.13
H -1.874512 2.701318 1.647812 0.149 0.156 0.379 -0.15
```
Positions in Å, forces in eV/Å.

***

No. 2
Here is 25 unconnected molecules or ions with the total composition C7H59NO27 in a non-equilibrium geometry from the Open Molecules 2025 dataset. Energies are from wB97M-V/def2-TZVPD.

Calculated values
**DFT total energy**: -2388.2437 Ha
**Molecular weight**: 589.5 g/mol

Structure (XYZ):
```
94
Properties=species:S:1:pos:R:3:forces:R:3:lowdin_charge:R:1
C 2.135162 -1.146115 1.313717 0.238 0.329 0.423 0.14
C 2.076596 -0.689587 0.210614 -0.319 -0.182 -0.274 -0.13
C 2.031582 -0.058536 -1.087442 0.558 0.307 -0.567 -0.17
C 2.464943 1.408486 -0.926672 -0.982 -0.769 0.696 -0.15
C 1.423339 2.170187 -0.138042 0.333 1.045 -0.218 -0.15
O 0.371501 2.772479 -0.959753 -0.483 -1.145 -0.175 0.04
C -0.621416 3.174758 -0.137167 0.193 0.834 0.061 -0.60
O -0.433694 3.982139 0.719715 0.050 0.314 0.572 0.17
O -1.843534 2.651820 -0.362875 0.151 -0.313 -0.461 0.03
C -2.084826 1.515937 0.483419 -0.398 -0.073 -0.236 -0.24
N -3.280368 0.876797 -0.005392 0.018 0.000 0.530 0.04
H 2.344115 -1.277410 2.340371 -0.100 -0.411 0.518 0.01
H 1.054601 -0.149400 -1.533173 -0.202 0.038 0.013 0.08
H 2.742947 -0.551257 -1.736936 0.174 -0.197 -0.279 0.10
H 2.733765 1.851896 -1.875198 -0.065 0.221 -0.236 0.13
H 3.325602 1.371097 -0.277051 0.491 0.217 -0.085 0.08
H 1.887559 2.986949 0.401072 0.047 0.214 0.211 0.10
H 0.930534 1.561006 0.606704 0.112 -0.480 0.153 0.12
H -2.264872 1.846762 1.498726 0.118 0.212 0.296 0.13
H -1.222398 0.853414 0.450165 0.360 -0.057 -0.067 0.12
H -3.160180 0.713800 -0.991848 0.041 -0.132 -0.348 0.03
H -3.326892 -0.007055 0.488441 -0.162 -0.180 -0.105 0.08
O 5.434449 0.574656 0.020519 0.440 -0.236 -0.491 -0.05
H 5.893499 1.419359 -0.054079 -0.135 0.109 0.112 0.06
H 5.907093 0.106273 0.723020 -0.407 0.301 0.507 0.02
O -5.771331 -0.757656 -1.806471 -0.248 0.007 0.069 -0.03
H -6.442895 -0.981215 -1.151691 0.063 -0.124 0.034 0.06
H -5.044081 -0.402868 -1.285919 0.062 0.175 -0.025 0.02
O -3.710038 1.828375 -2.676466 -0.121 -0.039 -0.436 -0.05
H -3.395430 2.736777 -2.732530 0.082 -0.045 0.152 0.05
H -4.594916 1.844097 -3.058302 0.065 -0.070 -0.020 0.05
O -0.123035 -3.159027 -0.079801 0.102 -0.503 0.481 -0.07
H 0.117975 -3.015284 -1.000610 -0.022 0.123 -0.016 0.02
H 0.541792 -2.651639 0.404809 -0.001 0.291 -0.154 -0.01
O 0.382218 -5.018277 2.570525 -0.053 0.116 -0.035 -0.04
H 0.626400 -5.841468 2.140027 -0.010 -0.141 -0.050 0.06
H 0.334865 -4.381826 1.849769 -0.462 -0.013 -0.428 0.02
O -1.150205 -0.481295 -4.758150 -0.342 0.136 0.326 -0.05
H -1.924472 -0.117271 -4.300748 0.095 0.082 -0.295 0.04
H -1.510037 -1.196773 -5.293127 0.072 -0.024 0.003 0.05
O -8.647779 0.544513 -1.955958 0.085 0.272 0.230 -0.06
H -8.096214 1.327913 -1.870942 0.078 -0.015 0.020 0.05
H -8.065178 -0.117705 -2.345357 -0.101 -0.001 -0.222 0.00
O 4.123216 3.818104 -0.379616 -0.006 0.371 0.215 -0.04
H 4.246020 4.773751 -0.327507 0.200 -0.001 -0.149 0.05
H 3.264518 3.714745 -0.801494 0.039 -0.049 -0.170 0.02
O -6.054020 -1.207795 -4.720104 0.022 -0.102 0.166 -0.07
H -6.493838 -0.362504 -4.863043 0.068 0.035 -0.149 0.01
H -6.137286 -1.356684 -3.767352 0.063 0.094 -0.007 -0.01
O 2.481282 -1.255333 4.683642 -0.126 0.071 -0.113 -0.06
H 1.780687 -1.446174 5.322752 0.031 -0.103 0.071 0.01
H 3.155317 -0.797239 5.195146 0.127 -0.085 -0.065 0.05
O -0.669576 -1.221803 -1.906034 -0.237 0.353 -0.467 -0.07
H -0.592455 -0.743429 -2.750817 0.005 -0.365 0.058 0.03
H -1.511757 -1.682351 -1.975230 -0.038 -0.076 0.098 0.05
O 2.825956 -4.180545 3.359115 0.777 0.380 0.270 -0.07
H 2.924820 -3.242055 3.558573 -0.067 0.067 -0.004 -0.01
H 1.995357 -4.257903 2.877427 -0.239 -0.280 0.292 -0.03
O 4.854852 -0.536128 -3.070250 0.013 0.140 0.000 -0.05
H 5.464026 -0.326345 -2.352593 -0.102 -0.076 0.134 0.01
H 5.367484 -0.390949 -3.869964 0.002 -0.052 -0.050 0.04
O -6.570220 1.105001 -6.532133 -0.032 -0.054 -0.056 -0.05
H -6.596935 0.331710 -7.105251 0.020 -0.064 0.042 0.04
H -6.413526 1.839326 -7.131927 -0.006 0.089 0.048 0.04
O 6.324566 0.749262 2.684895 -0.043 0.112 0.099 -0.06
H 5.736016 1.468204 2.939369 -0.100 -0.033 -0.013 0.04
H 6.804773 0.519519 3.491284 0.169 -0.115 -0.137 0.03
O 4.042528 5.187086 2.239024 -0.182 -0.138 0.259 -0.05
H 3.325221 5.462622 2.819914 -0.021 0.213 -0.083 0.05
H 3.614922 4.630499 1.575374 0.131 -0.189 -0.017 0.01
O 7.622797 -1.296702 -0.815479 0.045 0.178 0.003 -0.05
H 7.030168 -0.580322 -0.545584 0.016 -0.174 -0.171 -0.02
H 8.104362 -1.538298 -0.019511 0.000 -0.082 0.009 0.03
O -10.800182 2.568111 -0.601232 0.047 0.004 -0.017 -0.05
H -10.264665 3.360132 -0.506825 -0.019 0.050 0.028 0.03
H -10.205472 1.911108 -0.979188 -0.046 -0.140 -0.033 0.00
O 1.028865 -2.244489 7.098994 0.104 0.007 0.040 -0.04
H 1.299693 -3.149240 7.285126 -0.070 -0.068 -0.096 0.05
H 0.884815 -1.848920 7.963813 -0.034 0.061 -0.007 0.05
O 3.992181 3.068194 4.774802 -0.010 -0.032 -0.085 -0.06
H 4.100920 3.750058 4.101154 0.131 0.035 -0.113 0.00
H 3.114646 2.708787 4.612352 -0.010 -0.052 0.018 0.03
O -5.703154 -4.084442 -3.619596 0.129 0.025 -0.015 -0.06
H -5.731153 -4.856293 -4.190762 -0.029 -0.060 0.014 0.03
H -5.545902 -3.348269 -4.221576 -0.106 0.055 -0.068 0.00
O 8.801674 -0.204376 3.580625 0.092 0.012 0.057 -0.05
H 9.023736 0.121937 2.703070 -0.066 0.040 -0.036 0.04
H 9.517553 0.108336 4.141701 0.006 -0.048 0.071 0.05
O 4.748398 -3.244186 5.970691 0.024 -0.017 0.002 -0.05
H 4.005098 -3.038867 6.543304 -0.050 0.025 -0.008 0.01
H 4.348801 -3.705671 5.223065 -0.005 -0.061 -0.038 0.01
O -9.301287 -1.769452 -3.196252 -0.063 -0.066 0.114 -0.05
H -9.939693 -2.049560 -3.857023 0.074 -0.075 -0.098 0.04
H -9.819409 -1.257956 -2.565161 -0.041 0.044 -0.026 0.03
```
Positions in Å, forces in eV/Å.

***

No. 3
Here is C7H5Br2NO2 in the gas phase in a non-equilibrium geometry from the Open Molecules 2025 dataset. Energies are from wB97M-V/def2-TZVPD.

Calculated values
**DFT total energy**: -5622.8923 Ha
**Molecular weight**: 294.9 g/mol

Structure (XYZ):
```
17
Properties=species:S:1:pos:R:3:forces:R:3:lowdin_charge:R:1
C -0.069553 -0.810663 2.489248 -1.188 -0.587 -0.484 -0.05
C -0.645947 0.376335 2.741658 -0.650 0.605 0.615 -0.06
C -0.510776 -1.219873 0.002804 -0.739 0.050 2.863 -0.45
C -1.060393 1.127030 0.007135 -3.063 -3.223 4.334 -0.28
C -1.122564 -1.197984 1.431302 0.155 -0.527 -0.341 -0.70
C -1.761072 0.159844 1.713213 2.155 1.325 -1.930 -0.72
C -0.016395 0.038060 -2.015903 -0.650 4.510 3.784 0.08
N -0.504293 0.055434 -0.569902 0.215 -0.455 -2.712 0.01
O 0.001223 -2.197671 -0.444628 0.219 0.125 -1.063 0.11
O -1.391791 2.228885 -0.191426 0.767 0.938 -1.152 0.16
Br -2.085870 -2.949129 1.720971 0.602 1.473 -0.061 0.69
Br -3.607512 0.312854 2.064146 0.195 0.258 -0.025 0.74
H 0.710807 -1.502446 2.763420 0.480 0.603 0.336 0.11
H -0.472428 1.284937 3.396709 0.021 -1.429 -0.886 0.13
H -0.754841 -0.174664 -2.678829 -2.121 -1.207 -1.740 0.07
H 0.219720 1.102459 -2.114324 0.639 -0.346 -0.676 0.11
H 0.760338 -0.584151 -1.893095 2.963 -2.114 -0.864 0.05
```
Positions in Å, forces in eV/Å.

***

No. 4
Here is a molecular structure, C7H5CrNO4S in a non-equilibrium geometry from the Open Molecules 2025 dataset. Energies are from wB97M-V/def2-TZVPD.

Calculated values
**Net charge**: +3
**<S²>**: 3.787
**DFT total energy**: -2066.7419 Ha
**2S+1**: 4
**Molecular weight**: 251.2 g/mol

Structure (XYZ):
```
19
Properties=species:S:1:pos:R:3:forces:R:3:mulliken_spin:R:1
Cr -0.791955 0.300522 -0.244861 -2.311 1.218 -1.941 3.09
O -2.116699 -2.449997 -0.655671 1.914 5.982 0.425 0.07
C -1.715049 -1.361807 -0.556765 -3.485 -8.901 -0.747 -0.11
C -0.239850 2.132639 -0.083454 3.362 9.512 1.430 -0.12
O 0.130748 3.228696 0.086672 -2.254 -6.354 -1.110 0.09
C -1.842550 0.489289 1.353507 -5.060 0.805 8.027 -0.10
O -2.507392 0.607203 2.299646 3.528 -0.614 -5.091 0.08
C -0.109199 0.268143 -2.077542 4.649 -0.872 -7.559 -0.10
O 0.512287 0.125403 -3.050963 -3.577 0.928 5.047 0.06
H -2.928462 0.956328 -1.398300 -0.742 -2.230 -0.171 0.00
H -2.662497 1.602692 -1.316207 1.038 2.091 0.375 0.00
S 2.660799 -2.010570 0.315606 0.280 0.713 0.420 0.06
C 2.724609 -0.580926 1.337900 -1.571 -0.048 -0.704 0.01
C 1.580606 0.173617 1.238550 1.593 -2.411 -0.860 0.03
N 0.747948 -0.436376 0.314790 0.033 -0.605 -0.077 -0.09
C 1.165959 -1.580224 -0.290230 0.874 0.201 1.302 0.05
H 3.538841 -0.356628 1.970895 1.003 -0.058 0.549 0.00
H 1.292793 1.068849 1.744993 0.091 0.342 0.334 -0.01
H 0.559065 -2.176854 -0.988565 0.637 0.300 0.350 0.00
```
Positions in Å, forces in eV/Å.

***

No. 5
Here is 2 unconnected molecules or ions with the total composition C7H5F3N2 in a non-equilibrium geometry from the Open Molecules 2025 dataset. Energies are from wB97M-V/def2-TZVPD.

Calculated values
**ΔE to the lowest compared entry with this formula, charge and spin**: 0.0 kJ/mol
**DFT total energy**: -678.8054 Ha
**Molecular weight**: 174.1 g/mol

Structure (XYZ):
```
17
Properties=species:S:1:pos:R:3:forces:R:3:lowdin_charge:R:1
C 1.436431 2.834028 -0.214606 1.060 2.730 0.917 -0.03
C 1.073897 -1.182293 -0.827173 -1.599 2.121 3.053 -0.06
C -0.205704 -0.607459 -0.970573 0.645 -1.522 -2.687 -0.05
C 0.715779 -0.990228 1.591668 0.752 1.022 -2.523 -0.11
C 1.558263 -1.272409 0.482140 -3.402 -0.217 -0.631 -0.05
C -0.962885 -0.448697 0.143503 0.444 0.888 0.148 -0.23
C -2.357357 0.006380 -0.133773 -2.058 0.391 0.833 -0.57
N 1.272898 1.740377 -0.464200 -0.267 -0.988 -0.392 0.11
N -0.466303 -0.437636 1.386978 -1.361 -1.470 0.443 0.14
F -2.920405 0.636497 0.882591 0.095 0.489 1.126 0.15
F -2.403685 0.891176 -1.144034 0.089 -0.346 -0.622 0.12
F -3.276035 -0.992177 -0.403226 1.365 0.257 -0.448 0.10
H 1.795043 -1.139471 -1.556833 1.201 -0.470 -2.050 0.08
H -0.625861 -0.310742 -1.990226 0.688 -0.708 1.585 0.15
H 1.090024 -1.028933 2.581480 0.217 0.001 0.881 0.09
H 2.529788 -1.554031 0.549136 2.773 -0.916 0.840 0.06
H 1.746119 3.855618 0.087141 -0.642 -1.263 -0.471 0.08
```
Positions in Å, forces in eV/Å.

***

No. 6
Here is C7H5F5 in the gas phase in a non-equilibrium geometry from the Open Molecules 2025 dataset. Energies are from wB97M-V/def2-TZVPD.

Calculated values
**<S²>**: 2.037
**DFT total energy**: -768.8240 Ha
**2S+1**: 3
**Molecular weight**: 184.1 g/mol

Structure (XYZ):
```
17
Properties=species:S:1:pos:R:3:forces:R:3:mulliken_spin:R:1
C -0.372527 0.845321 0.378143 -9.065 -0.928 -0.152 0.59
C 0.976180 0.903528 0.405750 9.541 -2.291 -0.372 0.60
C -1.204938 -1.451684 0.753094 -2.391 0.899 -1.385 0.28
C 3.255927 0.208854 -0.334237 5.240 2.631 -1.419 0.38
C -1.379621 -0.257963 0.130500 1.955 2.153 1.314 0.00
C 2.040653 -0.077993 0.013981 -7.301 0.807 1.567 -0.03
C -2.602146 0.000881 -0.749132 3.090 2.225 0.420 0.02
F -0.915612 2.097373 0.696508 0.260 -1.572 -0.856 0.04
F 1.482507 2.106420 0.647906 0.212 0.620 0.038 0.05
F -0.222155 -1.672312 1.561429 1.080 -0.625 1.248 0.02
F 4.064501 -0.736451 -0.872306 -0.414 0.287 0.495 0.03
F 1.558078 -1.335605 -0.127189 0.624 0.280 -0.341 0.00
H -2.057161 -2.146625 0.754473 0.870 -0.249 0.016 0.02
H 3.741053 1.259837 -0.321313 -1.151 -2.081 0.078 0.01
H -2.057097 0.253380 -1.668397 -0.981 -0.126 -0.391 -0.01
H -3.174061 0.879962 -0.445749 -0.068 -0.307 0.095 0.00
H -3.133588 -0.876919 -0.823458 -1.504 -1.723 -0.354 0.00
```
Positions in Å, forces in eV/Å.

***

Q: Number 5 is which compound?
A: C7H5F3N2